--- w ---
{"formula": "C2HFN2O2", "method": "ωB97M-V with the def2-TZVPD basis set", "e_homo_ha": -0.439, "symbols": ["C", "C", "N", "N", "O", "O", "F", "H"], "positions_angstrom": [[-1.1330, 1.4440, 0.5504], [0.1959, 0.8672, 0.3958], [-2.1495, 1.9450, 0.6214], [0.7213, 0.4379, 1.6868], [1.8175, 0.9080, 2.0525], [0.0710, -0.3075, 2.3438], [1.1720, 1.6549, -0.1389], [0.2202, -0.6973, -0.4121]], "mulliken_charge": [0.136, 0.097, -0.242, 0.862, -0.506, -0.486, -0.193, 0.332]}

---

--- x ---
{"formula": "C2HFN2O2", "method": "ωB97M-V with the def2-TZVPD basis set", "e_homo_ha": -0.366, "smiles": "[O-][N+]#CF.C#[N+][O-]", "symbols": ["C", "C", "N", "N", "O", "O", "F", "H"], "positions_angstrom": [[1.0938, -0.1758, 0.8292], [-1.2099, 0.0247, -0.8027], [-1.6845, 0.7895, -0.0484], [1.8564, -0.6571, 0.1094], [2.5653, -1.1621, -0.6851], [-1.7169, 1.4512, 0.9351], [-1.4444, -0.5651, -1.9222], [0.5403, 0.2946, 1.5846]], "mulliken_charge": [-0.277, 0.202, 0.553, 0.485, -0.604, -0.595, -0.164, 0.400]}

---

We find w to be the most stable, with the next structure 0.698 eV higher.

---

--- w ---
{"formula": "C17H19N", "method": "ωB97M-V with the def2-TZVPD basis set", "e_homo_ha": -0.284, "smiles": "CCc1c[nH]c2ccccc12.Cc1ccccc1", "symbols": ["C", "C", "C", "C", "C", "C", "C", "C", "C", "C", "N", "H", "H", "H", "H", "H", "H", "H", "H", "H", "H", "H", "C", "C", "C", "C", "C", "C", "C", "H", "H", "H", "H", "H", "H", "H", "H"], "positions_angstrom": [[1.8438, 0.4040, -1.9617], [2.6168, -0.0735, -3.1896], [0.6473, -0.4169, -1.6587], [0.4380, -1.7565, -1.4126], [-0.6077, 0.2038, -1.8751], [-1.5941, -0.8163, -1.6527], [-1.1212, 1.4029, -2.2011], [-2.9460, -0.3944, -1.5107], [-2.4215, 1.8295, -2.1909], [-3.3925, 0.9087, -1.7774], [-0.9036, -2.0747, -1.3690], [2.4939, -0.0063, -1.1644], [1.8298, 1.5008, -1.8238], [2.7212, 0.7361, -3.9999], [1.1505, -2.4747, -1.3766], [-1.3865, -3.0114, -1.4922], [-0.4288, 2.1905, -2.5006], [-3.6692, -1.0816, -1.3185], [-2.6990, 2.7654, -2.4506], [-4.3367, 1.1799, -1.4572], [2.0843, -1.0276, -3.7366], [3.6197, -0.4281, -2.9280], [0.1947, -2.0210, 3.7851], [-0.1966, -0.2320, 2.0328], [0.2376, -0.5690, 3.3346], [-0.0522, 1.0310, 1.4977], [0.8995, 0.3516, 4.1215], [0.7323, 1.8955, 2.1801], [1.1561, 1.6139, 3.5098], [-0.8522, -0.9371, 1.5892], [-0.5780, 1.2811, 0.5651], [0.5140, -2.1382, 4.8008], [0.9388, -2.5390, 3.1075], [1.0358, 0.0913, 5.2130], [1.0300, 2.7629, 1.6837], [1.6863, 2.3782, 4.0344], [-0.6850, -2.5286, 3.5926]], "mulliken_charge": [-0.313, -1.094, 0.489, -1.220, 0.835, -0.277, -0.162, -0.868, -0.830, -0.714, -0.147, 0.247, 0.501, 0.256, 0.672, 0.287, 0.245, 0.511, 0.546, 0.460, 0.272, 0.321, -1.487, -0.186, 0.578, -0.146, -0.499, -0.616, -0.507, 0.412, 0.294, 0.386, 0.262, 0.247, 0.463, 0.380, 0.406]}

---

--- x ---
{"formula": "C17H19N", "method": "ωB97M-V with the def2-TZVPD basis set", "e_homo_ha": -0.286, "smiles": "Cc1c[nH]c2ccccc12.CCc1ccccc1", "symbols": ["C", "C", "C", "C", "C", "C", "C", "C", "H", "H", "H", "H", "H", "H", "H", "H", "H", "H", "C", "C", "C", "C", "C", "C", "C", "C", "C", "N", "H", "H", "H", "H", "H", "H", "H", "H", "H"], "positions_angstrom": [[1.9687, 0.3199, 0.2717], [2.6495, -0.6213, -0.6679], [1.4934, -0.4467, 1.4643], [1.9890, -0.2693, 2.7038], [0.5923, -1.4792, 1.1784], [1.5479, -1.0580, 3.7781], [-0.0336, -2.1782, 2.1816], [0.5451, -1.9989, 3.4862], [2.6362, 1.1573, 0.5869], [1.1650, 0.7647, -0.3038], [2.1322, -1.5624, -0.9106], [2.5674, 0.5720, 3.0905], [0.2373, -1.5915, 0.1278], [1.9785, -0.8537, 4.7924], [-0.8071, -2.9451, 2.1514], [0.2852, -2.6970, 4.2403], [3.6093, -1.0676, -0.3744], [2.7850, 0.0643, -1.5553], [-1.7153, 2.1092, 1.0888], [-1.0756, 1.9035, -0.2209], [-0.3079, 2.7470, -1.0191], [-1.2036, 0.6534, -0.9307], [-0.4847, 0.7954, -2.2333], [-2.1596, -0.4094, -0.7712], [-0.7353, -0.0955, -3.3229], [-2.1956, -1.3468, -1.7803], [-1.5301, -1.2077, -3.0518], [0.0676, 2.1204, -2.1879], [-2.5886, 2.8027, 1.0806], [-0.9110, 2.5365, 1.7125], [0.0477, 3.8282, -1.0303], [0.4627, 2.6336, -3.0137], [-2.9313, -0.2912, -0.0265], [-0.7707, 0.2717, -4.3416], [-2.6525, -2.2755, -1.6699], [-1.6552, -1.9199, -3.8359], [-2.1316, 1.2270, 1.6663]], "mulliken_charge": [0.473, -1.353, 0.650, -0.283, 0.240, -0.509, -1.009, -0.461, 0.454, -0.664, 0.321, 0.284, 0.117, 0.325, 0.417, 0.389, 0.385, 0.287, -1.487, 0.674, -0.642, 0.758, 0.167, -0.493, -0.946, -0.637, -0.498, -0.050, 0.297, 0.320, 0.327, 0.279, 0.347, 0.302, 0.442, 0.457, 0.322]}

---

We find x to be the most stable, with the next structure 0.402 eV higher.

---

--- w ---
{"formula": "C6H16O2", "method": "ωB97M-V with the def2-TZVPD basis set", "e_homo_ha": -0.325, "smiles": "C/C=C(\\C)CC.O.O", "symbols": ["C", "C", "C", "C", "C", "C", "H", "H", "H", "H", "H", "H", "H", "H", "H", "H", "H", "H", "H", "H", "O", "H", "H", "O"], "positions_angstrom": [[-1.6217, 1.7479, -0.3926], [-1.9882, 0.4225, -1.0444], [-0.8948, -0.6210, -1.0889], [-1.1797, -1.9045, -0.8800], [-0.1708, -3.0324, -0.9658], [0.5255, -0.1838, -1.3080], [-2.5104, 2.3692, -0.3132], [-1.0771, 1.6567, 0.5456], [-0.9518, 2.3360, -1.0326], [-2.4108, 0.5854, -2.0355], [-2.8230, -0.0159, -0.4886], [-2.1884, -2.2343, -0.6954], [0.5677, -2.9848, -0.1697], [0.3396, -2.9957, -1.9206], [-0.6656, -3.9983, -0.8723], [0.9714, -0.3529, -2.2995], [0.7218, 0.8672, -1.0829], [1.1920, -0.7409, -0.6490], [2.3141, 0.8809, 2.0313], [2.4892, -0.6719, 2.0400], [2.9615, 0.1648, 1.9376], [0.4938, 2.1820, 2.4885], [1.6523, 2.7211, 3.3439], [1.3659, 2.5871, 2.4307]], "mulliken_charge": [-1.196, -0.429, 0.758, -0.316, -1.175, -1.245, 0.406, 0.203, 0.316, 0.290, 0.295, 0.316, 0.258, 0.299, 0.353, 0.301, 0.304, 0.276, 0.350, 0.305, -0.643, 0.332, 0.337, -0.695]}

---

--- x ---
{"formula": "C6H16O2", "method": "ωB97M-V with the def2-TZVPD basis set", "e_homo_ha": -0.360, "smiles": "C=CCCCC.O.O", "symbols": ["C", "C", "C", "C", "C", "C", "H", "H", "H", "H", "H", "H", "H", "H", "H", "H", "H", "H", "H", "H", "O", "H", "H", "O"], "positions_angstrom": [[0.4566, 1.0377, -2.1516], [1.4289, 0.4491, -1.1531], [1.0784, -0.9736, -0.6448], [-0.1254, -1.0196, 0.3317], [-1.2560, -3.1396, -0.1588], [-1.3134, -1.8099, -0.0922], [0.5569, 2.1038, -2.3520], [-0.5951, 0.9075, -1.8717], [0.6357, 0.6097, -3.1449], [2.4322, 0.4909, -1.5823], [1.4541, 1.0270, -0.2331], [2.0257, -1.3294, -0.2353], [0.9493, -1.6392, -1.5116], [-0.4687, -0.0205, 0.5654], [0.4238, -1.3081, 1.2429], [-0.3826, -3.6452, 0.2533], [-2.0855, -3.8260, -0.2310], [-2.1732, -1.3241, -0.5239], [0.8932, 1.4297, 2.6282], [0.5503, 1.5632, 1.2028], [1.1142, 1.9723, 1.8360], [-1.1997, 2.4696, 2.4001], [-2.6496, 2.9056, 2.5325], [-1.7503, 3.0690, 2.8933]], "mulliken_charge": [-1.177, -0.139, -0.611, -0.246, -0.753, -0.299, 0.368, 0.247, 0.349, 0.369, 0.000, 0.313, 0.427, 0.037, 0.338, 0.252, 0.310, 0.292, 0.376, 0.192, -0.660, 0.332, 0.319, -0.636]}

---

We find w to be the most stable, with the next structure 0.969 eV higher.

---

--- w ---
{"formula": "C4H12AlO2", "method": "ωB97M-V with the def2-TZVPD basis set", "e_homo_ha": -0.797, "charge": 3, "symbols": ["Al", "C", "C", "O", "H", "H", "H", "H", "H", "H", "C", "C", "O", "H", "H", "H", "H", "H", "H"], "positions_angstrom": [[-1.2006, -0.3500, 1.1311], [2.3735, -3.8993, 0.1958], [0.9215, -3.6921, 0.2026], [0.7399, -2.3052, -0.0534], [2.8965, -3.4813, -0.6643], [2.6621, -4.9396, 0.3457], [2.8371, -3.4459, 1.0720], [0.5131, -3.8707, 1.1973], [0.3973, -4.3473, -0.4932], [1.2483, -2.0896, -0.8387], [-0.9148, 3.7562, -1.0432], [-1.9940, 3.5620, 0.0315], [-1.6683, 2.5873, 0.9937], [-1.3506, 4.4285, -1.7822], [-0.6028, 2.8331, -1.5319], [-0.0299, 4.2398, -0.6297], [-2.9793, 3.4127, -0.4101], [-2.1158, 4.5665, 0.4368], [-1.7331, 3.0350, 1.8403]], "mulliken_charge": [1.235, -1.062, 0.066, -0.293, 0.459, 0.344, 0.360, 0.317, 0.303, 0.370, -0.897, -0.113, -0.305, 0.368, 0.356, 0.361, 0.368, 0.369, 0.394]}

---

--- x ---
{"formula": "C4H12AlO2", "method": "ωB97M-V with the def2-TZVPD basis set", "e_homo_ha": -0.787, "charge": 3, "symbols": ["Al", "C", "C", "O", "H", "H", "H", "H", "H", "H", "C", "C", "O", "H", "H", "H", "H", "H", "H"], "positions_angstrom": [[-0.0027, -0.7674, -2.0446], [3.8557, 0.9205, 0.3223], [3.4797, -0.2096, -0.7430], [2.7011, 0.3780, -1.7294], [4.4826, 0.5351, 1.1342], [2.9808, 1.3594, 0.8001], [4.4243, 1.6484, -0.2623], [2.8567, -0.9521, -0.2436], [4.4405, -0.6432, -1.0696], [3.2244, 1.0954, -2.1666], [-4.0837, -1.1550, 1.0926], [-3.2628, 0.1788, 0.7015], [-2.5789, -0.0242, -0.4956], [-3.3447, -1.8485, 1.5042], [-4.7985, -1.4856, 0.3413], [-4.7015, -0.8652, 1.9571], [-2.5383, 0.4240, 1.4911], [-3.9955, 0.9913, 0.5900], [-3.1392, 0.4200, -1.1797]], "mulliken_charge": [1.103, -0.900, 0.024, -0.320, 0.349, 0.331, 0.412, 0.280, 0.292, 0.417, -0.732, -0.120, -0.255, 0.325, 0.373, 0.358, 0.298, 0.333, 0.432]}

---

We find x to be the most stable, with the next structure 0.344 eV higher.